1.
The following is a DFT calculation (ωB97M-V/def2-TZVPD) of a structure of composition C15H18IN4O2PtS.

As for the HOMO-LUMO gap (spin up / spin down): 6.74 / 6.42 eV. The spin multiplicity is 3. Its total charge is -1. The HOMO energy (spin up / spin down) comes out at -0.1433 / -0.1499 Eh. Its total energy is -1767.17572 Ha.

Each line ends with the Löwdin charge.
Cartesian coordinates (Å):
Pt (-2.238, 0.356, 0.680)  0.606
C (-3.367, -2.781, -2.357)  -0.041
C (-2.472, -1.934, -1.465)  -0.519
O (-2.744, -0.693, -1.407)  -0.232
C (-1.414, -2.570, -0.824)  -0.064
C (-0.424, -1.964, 0.020)  -0.364
C (0.684, -2.846, 0.533)  -0.047
N (-0.435, -0.706, 0.353)  -0.149
N (0.705, -0.205, 1.029)  0.038
C (0.367, 0.702, 1.907)  -0.553
O (-0.806, 1.066, 2.271)  -0.245
C (1.514, 1.421, 2.572)  -0.141
C (1.237, 2.396, 3.522)  -0.026
C (2.268, 3.104, 4.129)  -0.094
C (3.588, 2.840, 3.795)  -0.117
C (3.871, 1.860, 2.850)  -0.104
C (2.842, 1.156, 2.244)  -0.045
H (-4.149, -2.153, -2.778)  0.073
H (-3.831, -3.585, -1.782)  0.075
H (-2.794, -3.241, -3.167)  0.070
H (-1.318, -3.637, -0.980)  0.083
H (0.648, -3.826, 0.060)  0.063
H (0.577, -2.963, 1.614)  0.084
H (1.655, -2.383, 0.366)  0.064
H (0.200, 2.591, 3.761)  0.112
H (2.038, 3.864, 4.865)  0.094
H (4.392, 3.396, 4.262)  0.089
H (4.900, 1.645, 2.585)  0.091
H (3.045, 0.393, 1.504)  0.097
S (-1.088, 2.446, -0.352)  0.649
C (-0.643, 1.561, -1.721)  -0.842
N (0.595, 1.072, -1.905)  0.032
C (0.626, 0.073, -2.967)  -0.125
C (-0.770, 0.232, -3.608)  -0.126
N (-1.421, 1.229, -2.761)  0.027
H (1.173, 0.992, -1.080)  0.111
H (0.768, -0.927, -2.551)  0.109
H (1.428, 0.276, -3.676)  0.104
H (-1.336, -0.698, -3.586)  0.103
H (-0.704, 0.584, -4.637)  0.106
H (-2.402, 1.101, -2.550)  0.120
I (-4.764, 0.758, 1.232)  -0.166

=====

2.
The following is a DFT calculation (ωB97M-V/def2-TZVPD) of a structure of composition C15H18N2O2RuS.

As for the HOMO-LUMO gap: 7.19 eV. The spin multiplicity is 1. The HOMO energy comes out at -0.2475 Eh. Its total energy is -1335.39478 Ha.

Each line ends with the Löwdin charge.
Cartesian coordinates (Å):
Ru (0.224, -0.276, 0.288)  1.034
N (-0.595, -2.209, 3.980)  0.177
C (-0.307, -1.821, 2.723)  -0.516
O (-0.084, -0.629, 2.478)  -0.067
C (-0.248, -2.866, 1.643)  -0.198
C (-0.430, -2.204, 0.274)  -0.281
H (-0.566, -1.529, 4.721)  0.114
H (-0.739, -3.176, 4.201)  0.107
H (-0.968, -3.664, 1.862)  0.111
H (0.740, -3.324, 1.728)  0.097
H (-1.513, -2.050, 0.124)  0.060
H (-0.110, -2.880, -0.523)  0.049
S (-1.061, 1.242, -3.750)  0.996
C (-0.019, -0.089, -4.023)  -0.427
C (0.455, -0.622, -2.863)  -0.191
C (-0.006, 0.042, -1.679)  -0.317
C (-0.836, 1.087, -2.040)  -0.538
C (-1.433, 1.964, -1.052)  -0.289
C (-2.308, 3.016, -1.336)  -0.029
C (-2.809, 3.776, -0.300)  -0.066
C (-2.444, 3.487, 1.010)  -0.073
C (-1.579, 2.431, 1.216)  -0.127
N (-1.080, 1.694, 0.223)  0.037
H (0.185, -0.413, -5.032)  0.060
H (1.127, -1.471, -2.846)  0.100
H (-2.589, 3.226, -2.360)  0.098
H (-3.486, 4.594, -0.511)  0.108
H (-2.820, 4.060, 1.846)  0.099
H (-1.257, 2.147, 2.211)  0.106
C (2.648, 1.359, -0.843)  -0.071
O (2.914, -0.011, -0.550)  -0.151
C (1.977, -0.773, 0.068)  -0.397
C (2.684, -2.061, 0.409)  -0.062
H (3.062, 1.567, -1.828)  0.095
H (3.147, 1.976, -0.095)  0.090
H (1.585, 1.579, -0.858)  0.047
H (3.749, -2.010, 0.186)  0.076
H (2.227, -2.868, -0.168)  0.075
H (2.557, -2.303, 1.464)  0.066

=====

3.
The following is a DFT calculation (ωB97M-V/def2-TZVPD) of an isolated molecule of C15H18N2O2S2.

As for the HOMO-LUMO gap: 8.60 eV. The spin multiplicity is 1. Its SMILES is C=CCSc1nc2sc3c(c2c(=O)[nH]1)C[C@@](C)(CC)OC3. The HOMO energy comes out at -0.2967 Eh. Its total energy is -1638.76494 Ha.

Each line ends with the Löwdin charge.
Cartesian coordinates (Å):
C (7.671, -0.074, 0.143)  -0.018
C (6.809, -1.071, 0.150)  -0.242
C (5.324, -0.950, 0.112)  -0.457
S (4.741, 0.780, 0.037)  0.998
C (3.030, 0.483, -0.096)  -0.644
N (2.585, -0.731, -0.105)  0.044
C (1.248, -0.865, -0.219)  -0.513
S (0.470, -2.413, -0.238)  1.123
C (-1.071, -1.635, -0.426)  -0.444
C (-0.989, -0.279, -0.459)  -0.201
C (0.344, 0.188, -0.335)  -0.102
C (0.837, 1.543, -0.312)  -0.397
O (0.203, 2.572, -0.383)  0.081
N (2.236, 1.584, -0.186)  0.135
C (-2.259, 0.482, -0.604)  -0.054
C (-3.340, -0.116, 0.326)  -0.502
C (-3.122, 0.402, 1.751)  0.002
C (-4.750, 0.222, -0.195)  -0.182
C (-5.052, 1.707, -0.346)  -0.090
O (-3.281, -1.551, 0.422)  -0.089
C (-2.425, -2.252, -0.452)  -0.185
H (8.733, -0.245, 0.173)  0.056
H (7.349, 0.954, 0.108)  0.025
H (7.148, -2.099, 0.186)  0.102
H (4.872, -1.395, 1.000)  0.085
H (4.912, -1.454, -0.765)  0.083
H (2.659, 2.504, -0.165)  0.148
H (-2.097, 1.533, -0.370)  0.121
H (-2.598, 0.405, -1.642)  0.140
H (-3.861, -0.037, 2.416)  0.090
H (-2.132, 0.109, 2.094)  0.092
H (-3.198, 1.484, 1.787)  0.082
H (-5.468, -0.230, 0.491)  0.117
H (-4.873, -0.272, -1.163)  0.117
H (-5.001, 2.216, 0.613)  0.069
H (-4.355, 2.185, -1.029)  0.071
H (-6.057, 1.835, -0.742)  0.072
H (-2.824, -2.234, -1.482)  0.136
H (-2.421, -3.284, -0.097)  0.128

=====

> Which of these has the highest total energy?

C15H18N2O2RuS